52
Properties=species:S:1:pos:R:3:forces:R:3:nbo_charge:R:1 method="wB97M-V/def2-TZVPD" smiles="CC(=O)c1ccc(C(=O)N2CCC(n3nccc3NC(=O)C3CC3)CC2)cc1" lumo_energy_ha=0.0108 charge=0
O -0.492 0.110 2.695 0.237 -0.005 0.204 -0.63
O -2.156 -6.422 0.297 0.052 0.038 0.006 -0.54
O 1.603 0.328 -1.005 0.054 -0.106 -0.114 -0.62
N -1.933 0.657 1.045 -0.202 0.079 0.162 -0.43
N -0.550 3.672 -2.956 -0.693 0.111 -0.398 -0.26
N -0.126 3.064 -1.851 0.433 0.230 -0.006 -0.16
N 2.007 2.546 -0.744 0.172 0.373 0.007 -0.63
C -1.145 -0.216 1.719 -0.236 -0.034 -0.081 0.68
C -0.794 2.730 0.505 -0.238 -0.066 -0.035 -0.41
C -0.114 -2.121 0.468 -0.081 0.219 0.093 -0.16
C 3.202 0.978 0.638 0.076 -0.175 -0.042 -0.34
C 0.033 -6.309 -0.627 -0.194 -0.261 0.027 -0.72
C -2.202 -2.481 1.611 0.074 0.117 -0.055 -0.20
C -1.182 -5.740 0.062 0.186 -0.268 -0.177 0.58
C 1.230 3.051 -1.798 0.187 0.101 -0.426 0.29
C 2.197 1.227 -0.446 0.174 0.041 0.199 0.70
C 0.521 4.065 -3.614 0.171 -0.068 0.230 -0.05
C -1.138 2.517 -0.970 -0.233 -0.435 0.330 -0.04
C 1.683 3.706 -2.928 -0.060 -0.205 0.254 -0.34
C 2.744 0.609 2.023 -0.089 -0.067 -0.005 -0.40
C -2.182 -3.803 1.217 0.064 -0.123 -0.076 -0.16
C -1.167 -1.632 1.232 0.210 -0.334 0.062 -0.12
C -1.382 1.036 -1.292 -0.220 0.045 0.099 -0.44
C 3.416 1.925 1.780 0.193 0.114 0.105 -0.42
C -1.132 -4.305 0.446 -0.267 0.471 0.254 -0.17
C -2.387 0.433 -0.308 0.047 -0.107 -0.523 -0.22
C -0.098 -3.447 0.076 -0.175 -0.223 0.042 -0.18
C -1.851 2.062 1.384 0.269 0.225 0.265 -0.22
H 0.686 -1.461 0.167 0.101 0.087 -0.028 0.24
H -0.439 0.492 -1.227 -0.129 0.045 -0.043 0.25
H 1.687 0.598 2.241 -0.101 0.080 -0.058 0.25
H -0.732 3.797 0.726 0.064 0.026 -0.005 0.22
H -3.365 0.912 -0.423 -0.008 -0.104 0.025 0.19
H 4.062 0.436 0.259 -0.014 0.034 0.048 0.24
H 0.724 -3.800 -0.526 0.093 -0.066 -0.060 0.22
H 3.291 -0.163 2.541 0.117 -0.026 -0.030 0.22
H 0.164 2.269 0.739 -0.048 0.067 0.079 0.21
H 2.678 3.197 -0.358 -0.140 -0.172 0.043 0.42
H 4.424 2.067 2.140 0.065 -0.036 -0.012 0.22
H -1.575 2.141 2.436 -0.110 0.060 -0.148 0.25
H 2.701 3.887 -3.205 0.236 -0.018 -0.013 0.23
H 0.426 4.588 -4.545 -0.071 0.117 -0.189 0.21
H -2.834 2.517 1.229 0.003 -0.028 0.022 0.19
H -0.110 -7.376 -0.784 -0.023 0.014 0.006 0.24
H 0.922 -6.147 -0.022 0.119 0.052 -0.003 0.23
H 0.174 -5.824 -1.591 0.087 0.068 -0.078 0.23
H -1.758 0.949 -2.312 0.008 0.024 -0.060 0.22
H 2.807 2.816 1.845 -0.123 0.017 -0.017 0.21
H -2.046 3.083 -1.214 0.180 -0.052 0.054 0.23
H -3.014 -2.102 2.213 -0.086 0.028 0.059 0.22
H -2.497 -0.637 -0.489 -0.088 0.141 -0.013 0.23
H -2.977 -4.478 1.500 -0.043 -0.046 0.016 0.24

---

54
Properties=species:S:1:pos:R:3:forces:R:3:nbo_charge:R:1 method="wB97M-V/def2-TZVPD" smiles="CCN(CC)S(=O)(=O)c1cc(NC(=O)Cn2cnc3ccccc3c2=O)ccc1C" lumo_energy_ha=0.0143 charge=0
S -4.707 0.175 -0.940 0.019 -0.281 0.094 2.32
O -5.613 1.283 -1.021 -0.123 0.051 0.206 -0.94
O 1.979 1.355 0.601 0.044 0.102 0.230 -0.59
O -4.305 -0.439 -2.178 0.176 -0.080 0.134 -0.95
O 3.941 -1.860 -1.047 0.014 -0.136 0.064 -0.62
N 3.987 0.410 -0.966 -0.037 -0.372 -0.092 -0.42
N 5.757 1.618 -0.008 -0.030 0.671 0.010 -0.49
N 0.365 0.584 -0.822 -0.115 -0.139 -0.333 -0.61
N -5.372 -0.961 0.106 0.625 0.880 -0.591 -0.68
C -0.854 1.405 1.149 0.194 0.001 -0.021 -0.24
C 4.537 -0.852 -0.716 -0.119 -0.006 -0.137 0.67
C -4.581 1.477 1.878 -0.079 0.119 0.214 -0.65
C 6.403 0.440 0.269 -0.080 -0.710 -0.079 0.25
C 2.660 0.462 -1.527 -0.068 0.030 0.112 -0.33
C 1.641 0.853 -0.444 0.112 -0.268 -0.511 0.67
C -3.276 1.251 1.193 -0.003 0.084 0.177 0.01
C 7.651 0.476 0.900 0.003 -0.084 -0.002 -0.24
C 4.617 1.552 -0.576 0.249 0.360 0.102 0.32
C 5.840 -0.805 -0.068 0.366 0.226 0.223 -0.23
C -2.067 1.613 1.780 -0.228 -0.125 -0.227 -0.18
C -4.668 -2.867 1.508 0.017 0.180 -0.277 -0.61
C 7.751 -1.930 0.851 -0.090 -0.153 -0.052 -0.23
C -4.563 -2.160 0.163 0.366 -0.506 0.146 -0.22
C -7.548 -0.852 1.274 0.105 -0.079 -0.293 -0.61
C -6.809 -1.141 -0.029 -0.569 0.252 0.067 -0.23
C -3.217 0.663 -0.064 -0.294 -0.200 -0.258 -0.33
C 8.312 -0.697 1.185 -0.021 0.145 -0.005 -0.17
C -2.020 0.451 -0.714 0.212 -0.023 -0.068 -0.23
C 6.524 -1.985 0.231 -0.038 -0.006 -0.032 -0.14
C -0.820 0.821 -0.114 -0.445 0.147 0.268 0.21
H -4.432 -2.177 2.314 0.016 0.052 0.127 0.21
H -3.531 -1.842 -0.002 0.019 -0.264 0.029 0.21
H -3.964 -3.695 1.539 0.028 -0.110 0.030 0.22
H 2.442 -0.539 -1.915 0.009 0.247 -0.004 0.27
H 0.226 0.149 -1.724 0.182 0.041 0.141 0.40
H -2.074 2.073 2.757 -0.028 0.050 0.094 0.22
H -7.154 -0.440 -0.793 -0.181 -0.198 0.027 0.23
H -5.297 1.888 1.170 -0.108 0.077 0.156 0.25
H 8.283 -2.841 1.082 0.027 -0.076 0.011 0.22
H 4.098 2.477 -0.790 -0.162 0.004 -0.070 0.19
H 2.620 1.195 -2.339 -0.012 -0.080 0.058 0.23
H -7.405 0.186 1.558 0.001 0.110 0.065 0.21
H -2.050 -0.002 -1.694 0.086 -0.075 -0.135 0.24
H -4.981 0.529 2.235 -0.084 -0.001 0.080 0.23
H -4.464 2.153 2.721 -0.002 0.043 0.045 0.22
H 8.069 1.437 1.153 0.032 0.111 0.020 0.23
H -8.611 -1.032 1.134 -0.140 -0.008 0.051 0.21
H -7.188 -1.489 2.078 0.015 -0.052 0.115 0.20
H -4.834 -2.851 -0.649 0.082 0.110 0.017 0.19
H 0.066 1.696 1.628 0.009 0.001 0.009 0.26
H -5.669 -3.260 1.662 -0.107 -0.076 0.082 0.21
H 6.066 -2.925 -0.038 -0.021 -0.079 -0.011 0.23
H 9.275 -0.666 1.673 0.073 0.021 0.038 0.22
H -7.025 -2.158 -0.375 0.107 0.072 -0.048 0.19

---

51
Properties=species:S:1:pos:R:3:forces:R:3:nbo_charge:R:1 method="wB97M-V/def2-TZVPD" lumo_energy_ha="0.0264 / 0.0264" charge=0
Pt -1.168 -0.109 0.118 -0.803 -0.192 -0.199 0.07
O -3.628 -0.394 -1.423 -0.036 0.052 -0.055 -0.53
N -0.290 -2.055 1.649 0.549 -0.289 0.210 -0.44
N 1.009 0.332 1.247 0.030 -0.147 -0.298 -0.44
N -0.677 2.243 -0.172 0.541 0.851 0.140 -0.44
N 1.206 -0.681 -1.515 -0.135 -0.094 0.021 -0.41
C 0.651 2.383 -0.097 -0.102 0.052 0.038 0.18
C 2.444 -0.342 -3.528 -0.104 -0.021 0.021 -0.26
C -1.309 2.909 -1.144 -0.069 -0.302 0.095 0.05
C 3.480 0.011 -1.409 -0.039 0.048 0.026 -0.26
C -0.655 3.652 -2.106 0.069 0.093 -0.105 -0.27
C 1.393 3.084 -1.039 0.115 -0.057 0.032 -0.25
C -2.936 0.052 -2.589 -0.058 -0.070 0.092 -0.26
C 2.149 -0.416 0.694 0.030 -0.066 0.062 -0.25
C 0.748 -0.084 2.627 0.070 0.030 0.028 -0.25
C 0.734 3.723 -2.074 -0.151 -0.058 0.042 -0.18
C -2.945 -0.512 -0.277 -0.024 -0.175 -0.056 0.24
C -1.075 -3.895 2.953 -0.022 0.014 -0.047 -0.26
C 2.278 -0.347 -0.810 0.063 0.124 0.102 0.20
C -0.651 -3.266 4.116 -0.016 -0.009 0.003 -0.17
C -0.864 -3.253 1.745 -0.071 0.044 0.019 0.05
C 1.273 1.778 1.138 0.020 -0.128 -0.047 -0.25
C -0.033 -2.033 4.019 0.015 0.047 -0.001 -0.25
C -3.929 -0.995 0.763 0.014 0.014 0.023 -0.72
C 0.124 -1.462 2.760 -0.026 0.100 -0.060 0.21
C 3.561 0.012 -2.792 0.077 0.040 -0.010 -0.17
C 1.285 -0.676 -2.837 0.054 0.045 -0.035 0.06
H -2.390 2.811 -1.144 0.017 -0.014 -0.025 0.20
H 0.846 2.276 2.009 -0.045 0.016 -0.037 0.22
H 3.081 -0.034 1.133 0.029 -0.072 0.094 0.17
H 2.047 -1.462 0.982 -0.096 -0.005 -0.054 0.24
H 0.325 -1.514 4.900 -0.016 -0.002 0.008 0.21
H 2.461 -0.362 -4.609 0.007 0.019 -0.006 0.22
H 1.668 -0.063 3.232 0.018 0.067 0.004 0.18
H 2.472 3.134 -0.945 -0.011 -0.015 -0.019 0.21
H -0.801 -3.731 5.082 0.011 -0.008 -0.001 0.22
H 4.329 0.293 -0.798 0.015 -0.017 -0.009 0.21
H -3.493 -1.827 1.317 0.013 0.019 0.006 0.23
H 0.381 -0.954 -3.369 -0.006 0.004 0.000 0.20
H -4.086 -0.187 1.481 -0.013 0.004 0.002 0.23
H 1.282 4.273 -2.827 0.000 0.013 -0.001 0.22
H -4.889 -1.293 0.334 0.021 0.015 -0.021 0.21
H -1.900 0.275 -2.329 0.033 -0.012 -0.020 0.21
H 0.054 0.642 3.054 -0.026 -0.039 0.029 0.23
H -1.177 -3.697 0.805 -0.001 0.000 0.016 0.20
H -1.227 4.171 -2.864 0.013 -0.008 -0.007 0.22
H -2.995 -0.744 -3.331 0.043 0.022 -0.040 0.18
H 4.482 0.292 -3.287 0.005 -0.016 0.001 0.22
H -3.444 0.941 -2.962 -0.003 0.007 -0.027 0.18
H 2.354 1.965 1.143 0.000 0.077 0.052 0.18
H -1.555 -4.864 2.977 0.002 -0.002 0.015 0.22

---

Listing relative energy (zero: lowest compared OMol25 entry of this formula, charge and spin) for the structures above in their given order: 2.1376; 0.6832; 1.3323 eV.